Version w
Below is C6H6O in the gas phase, with properties calculated with wB97M-V/def2-TZVPD.

```
13
Properties=species:S:1:pos:R:3:lowdin_charge:R:1
O 0.029 -0.658 1.811 -0.022
C 0.515 -1.090 0.575 -0.428
C -0.525 -0.748 -0.541 -0.152
C -1.028 0.640 -0.500 -0.154
C -1.459 1.763 -0.437 0.123
C 1.858 -0.462 0.274 -0.034
C 1.925 0.591 -0.320 0.113
H -0.213 0.279 1.712 0.093
H 0.616 -2.168 0.605 0.128
H -1.381 -1.413 -0.391 0.122
H -0.110 -0.947 -1.534 0.124
H -1.875 2.752 -0.395 0.035
H 1.648 1.461 -0.858 0.050
```

As for the HOMO energy: -0.3726 Ha. The frontier orbital gap comes out at 0.395 hartree.


Version x
Below is C6H6O in the gas phase, with properties calculated with wB97M-V/def2-TZVPD.

```
13
Properties=species:S:1:pos:R:3:lowdin_charge:R:1
C -1.073 0.599 2.308 -0.052
C 0.126 0.626 1.680 -0.317
C 0.167 0.158 0.310 -0.265
C -0.695 -0.681 -0.365 0.066
C -0.235 -0.846 -1.760 -0.106
O 0.930 0.006 -1.857 0.025
C 1.103 0.528 -0.674 0.023
H -0.980 0.945 3.358 -0.034
H -1.559 -1.165 0.075 0.123
H 0.103 -1.862 -1.996 0.153
H -0.929 -0.511 -2.538 0.151
H 1.937 1.217 -0.577 0.159
H 1.106 0.986 2.037 0.075
```

As for the HOMO energy (spin up / spin down): -0.2334 / -0.2425 Ha. The frontier orbital gap (spin up / spin down) comes out at 0.175 / 0.189 hartree.


version w takes first place; second place is 44.7 kJ/mol up.


Version w
Below is a molecular structure, C5H10N5, with properties calculated with wB97M-V/def2-TZVPD.

```
20
Properties=species:S:1:pos:R:3:lowdin_charge:R:1
C 1.056 -0.038 1.320 -0.040
C 1.380 -0.657 0.141 -0.022
C 0.007 0.971 -0.279 -0.102
C -1.398 -3.115 -1.902 -0.410
C 0.414 -0.653 -2.093 0.048
N 0.309 1.071 0.966 0.032
N -0.500 -2.259 -1.861 0.084
N 0.613 -0.088 -0.850 -0.112
N -2.416 -3.793 -1.985 0.102
N -0.222 2.928 2.554 0.192
H 1.311 -0.410 2.324 0.136
H 2.126 -1.412 -0.105 0.145
H -0.469 1.765 -0.942 0.184
H -0.218 -0.184 -2.817 0.112
H 1.428 -1.142 -2.379 0.155
H 0.466 3.190 3.149 0.057
H -2.566 -4.817 -2.173 0.096
H 0.031 1.972 1.875 0.040
H -0.299 3.731 1.869 0.153
H -1.053 2.940 3.187 0.148
```

As for the HOMO energy: -0.4173 Ha. Its net charge is +1. The frontier orbital gap comes out at 0.294 hartree.


Version x
Below is 2 unconnected molecules or ions with the total composition C5H10N5, with properties calculated with wB97M-V/def2-TZVPD.

```
20
Properties=species:S:1:pos:R:3:lowdin_charge:R:1
C -0.648 1.332 0.251 -0.334
C -1.505 -0.933 0.248 -0.353
C 3.134 -0.550 0.334 0.107
C 1.985 -1.114 0.541 -0.094
C -1.819 0.419 0.290 0.100
N 0.611 0.772 0.243 0.111
N -0.237 -1.284 0.660 0.182
N -0.722 2.657 0.061 0.153
N -2.336 -1.904 -0.034 0.190
N 0.706 -0.486 0.445 -0.178
H 3.992 -1.247 0.438 0.103
H 3.398 0.464 0.072 0.084
H 1.749 -2.110 0.771 0.108
H -2.808 0.988 0.275 0.150
H 0.765 0.799 -2.443 0.078
H -1.650 2.945 -0.258 0.122
H 0.126 3.110 -0.455 0.180
H -3.308 -1.838 0.209 0.132
H -2.044 -2.875 0.073 0.140
H 0.612 0.856 -1.720 0.021
```

As for the HOMO energy (spin up / spin down): -0.4951 / -0.4951 Ha. Its net charge is +1. The frontier orbital gap (spin up / spin down) comes out at 0.313 / 0.313 hartree.


Version y
Below is 2 unconnected molecules or ions with the total composition C5H10N5, with properties calculated with wB97M-V/def2-TZVPD.

```
20
Properties=species:S:1:pos:R:3:lowdin_charge:R:1
C 0.945 -0.620 -0.123 -0.364
C -0.077 0.712 1.713 -0.387
C -1.966 -0.451 -2.934 0.006
C -1.531 0.492 -2.322 -0.025
C 1.298 0.131 1.191 0.047
N -0.171 -1.166 -0.276 0.117
N -1.133 0.134 1.358 0.035
N 1.852 -0.634 -1.052 0.197
N 0.004 1.791 2.482 0.149
N -1.385 -0.674 0.393 0.005
H -2.260 -1.458 -3.178 0.036
H -0.397 -1.779 -1.120 0.191
H -1.198 1.512 -2.228 0.042
H 1.684 -0.505 1.897 0.101
H 2.105 0.754 0.930 0.101
H 2.639 0.029 -1.184 0.161
H 1.569 -1.036 -1.964 0.146
H 0.855 2.331 2.549 0.118
H -0.866 1.862 3.067 0.154
H -1.969 -1.424 0.802 0.168
```

As for the HOMO energy: -0.4410 Ha. Its net charge is +1. The frontier orbital gap comes out at 0.333 hartree.


version w takes first place; second place is 23.4 kJ/mol up.


Version w
Below is a molecular structure, CH4IN3, with properties calculated with wB97M-V/def2-TZVPD.

```
9
Properties=species:S:1:pos:R:3:lowdin_charge:R:1
C 1.110 -0.663 2.123 -0.607
N 0.023 -0.304 0.787 -0.021
N 0.777 -0.114 -0.184 -0.348
N 0.312 0.158 -1.365 0.031
I 2.971 0.101 1.519 0.749
H 0.660 -0.222 3.012 0.015
H 1.252 -1.688 2.379 -0.014
H -0.656 0.465 -1.492 0.103
H 0.932 0.749 -1.888 0.091
```

As for the HOMO energy: -0.3292 Ha. The frontier orbital gap comes out at 0.349 hartree.


Version x
Below is 2 unconnected molecules or ions with the total composition CH4IN3, with properties calculated with wB97M-V/def2-TZVPD.

```
9
Properties=species:S:1:pos:R:3:lowdin_charge:R:1
C 0.195 0.060 -0.152 -0.074
N 0.953 0.343 2.005 0.089
N 1.140 -1.161 3.353 -0.774
N 0.279 -0.386 1.192 -0.143
I 1.849 -0.363 4.920 0.580
H -0.767 0.680 -0.397 0.129
H 0.881 0.842 -0.366 0.073
H 0.246 -0.634 -0.895 0.048
H 0.060 -1.244 1.582 0.071
```

As for the HOMO energy (spin up / spin down): -0.2694 / -0.2725 Ha. The frontier orbital gap (spin up / spin down) comes out at 0.247 / 0.253 hartree.


version w takes first place; second place is 384.7 kJ/mol up.


Version w
Below is a gas-phase ion, C4H13N3 (charge -1), with properties calculated with wB97M-V/def2-TZVPD.

```
20
Properties=species:S:1:pos:R:3:mulliken_spin:R:1
N -1.460 1.361 0.642 0.085
C -1.011 0.423 1.707 2.098
C 0.511 0.387 1.617 1.642
N 0.951 -0.615 0.592 -0.459
C 1.441 -0.561 -0.798 0.223
C 0.487 -0.930 -1.942 0.062
N -0.730 -0.172 -1.843 0.010
H -1.069 2.272 0.898 -0.158
H -2.453 1.606 0.708 -0.118
H -1.301 0.793 2.701 -0.959
H -1.475 -0.527 1.476 -0.327
H 1.099 0.192 2.499 -1.063
H 0.818 1.381 1.303 0.174
H 1.223 -1.488 0.995 -0.246
H 2.451 -0.976 -0.750 0.044
H 1.672 0.514 -0.947 0.132
H 0.284 -2.020 -1.919 -0.011
H 0.930 -0.727 -2.921 0.024
H -1.316 -0.475 -2.618 -0.090
H -1.291 -0.195 -1.012 -0.064
```

As for the spin multiplicity: 2. As for the HOMO energy (spin up / spin down): 0.0557 / -0.1697 Ha. Its net charge is -1. The frontier orbital gap (spin up / spin down) comes out at 0.088 / 0.307 hartree.


Version x
Below is 2 unconnected molecules or ions with the total composition C4H13N3, with properties calculated with wB97M-V/def2-TZVPD.

```
20
Properties=species:S:1:pos:R:3:mulliken_spin:R:1
C -0.168 -1.138 1.215 0.003
C 0.339 0.319 1.066 -0.008
C -0.600 1.224 0.224 -0.005
N -1.946 1.228 0.745 0.008
N -1.410 -1.208 1.924 0.004
C 1.300 -0.452 -2.150 -0.026
N 1.546 0.828 -1.549 0.954
H 0.654 -1.724 1.698 -0.001
H -0.218 -1.538 0.153 -0.001
H 1.325 0.359 0.656 0.011
H 0.294 0.727 2.079 0.004
H -0.546 0.774 -0.791 0.006
H -0.128 2.215 0.137 -0.001
H -2.132 0.307 1.204 -0.001
H -2.621 1.381 0.004 -0.001
H -1.581 -2.136 2.311 0.000
H 1.751 -1.254 -1.524 0.060
H 1.621 -0.558 -3.204 0.006
H 0.227 -0.661 -2.142 0.018
H 2.294 1.308 -2.055 -0.032
```

As for the spin multiplicity: 2. As for the HOMO energy (spin up / spin down): -0.0457 / -0.0448 Ha. Its net charge is -1. The frontier orbital gap (spin up / spin down) comes out at 0.176 / 0.144 hartree.


version w takes first place; second place is 86.4 kJ/mol up.


Version w
Below is 2 unconnected molecules or ions with the total composition H4N2S2, with properties calculated with wB97M-V/def2-TZVPD.

```
8
Properties=species:S:1:pos:R:3:lowdin_charge:R:1
N -1.557 1.218 -0.144 -0.479
N 1.802 -1.251 0.165 -0.491
S -1.731 -0.300 -0.733 0.509
S 2.323 0.060 -0.736 0.456
H -0.761 1.399 0.511 0.048
H -2.429 1.453 0.237 -0.025
H 1.326 -0.942 1.052 0.029
H 1.027 -1.638 -0.352 -0.048
```

As for the HOMO energy (spin up / spin down): -0.3224 / -0.3304 Ha. The frontier orbital gap (spin up / spin down) comes out at 0.279 / 0.284 hartree.


Version x
Below is 2 unconnected molecules or ions with the total composition H4N2S2, with properties calculated with wB97M-V/def2-TZVPD.

```
8
Properties=species:S:1:pos:R:3:lowdin_charge:R:1
N -2.521 0.189 0.553 -0.511
N 2.199 -0.036 -0.722 -0.503
S -1.556 -0.486 -0.555 0.448
S 1.284 -0.420 0.568 0.460
H -2.006 1.030 0.924 0.042
H -2.769 -0.518 1.247 0.016
H 2.463 0.892 -0.838 -0.013
H 2.907 -0.651 -1.178 0.061
```

As for the HOMO energy (spin up / spin down): -0.2999 / -0.3039 Ha. The frontier orbital gap (spin up / spin down) comes out at 0.280 / 0.281 hartree.


Version y
Below is H4N2S2 in the gas phase, with properties calculated with wB97M-V/def2-TZVPD.

```
8
Properties=species:S:1:pos:R:3:lowdin_charge:R:1
N -0.351 1.271 -0.049 -0.136
N 0.092 -0.089 -0.252 -1.096
S -1.035 -1.344 -0.017 0.634
S 1.738 -0.353 0.109 0.639
H -1.054 1.252 0.805 0.102
H -0.801 1.628 -1.002 0.118
H -1.120 -1.587 1.369 -0.124
H 2.531 -0.778 -0.963 -0.139
```

As for the HOMO energy: -0.3222 Ha. The frontier orbital gap comes out at 0.344 hartree.


version x takes first place; second place is 25.4 kJ/mol up.


Version w
Below is a molecular structure, C7H15N, with properties calculated with wB97M-V/def2-TZVPD.

```
23
Properties=species:S:1:pos:R:3:lowdin_charge:R:1
C -1.956 -0.080 -1.505 -0.152
N -1.414 -1.064 -2.203 -0.026
C -0.822 0.073 0.325 -0.248
C -1.158 -0.998 1.096 0.031
H -1.909 -1.946 -2.080 0.073
H -0.120 -1.344 -1.677 0.084
H -2.938 -0.185 -1.052 0.088
H -1.726 0.921 -1.861 0.092
H -1.281 1.021 0.592 0.108
H -0.670 -1.956 0.986 0.063
H -2.031 -0.987 1.729 0.059
C 1.601 0.530 0.892 -0.232
C 1.296 1.854 1.589 -0.110
C 0.618 0.180 -0.250 -0.406
C 1.011 -1.066 -0.989 -0.098
H 2.609 0.568 0.472 0.109
H 1.582 -0.285 1.619 0.110
H 0.628 1.019 -0.956 0.131
H 0.340 1.819 2.111 0.063
H 2.067 2.087 2.323 0.068
H 1.261 2.674 0.869 0.074
H 1.830 -0.906 -1.683 0.067
H 1.183 -1.926 -0.346 0.056
```

As for the HOMO energy (spin up / spin down): -0.2940 / -0.2940 Ha. The frontier orbital gap (spin up / spin down) comes out at 0.296 / 0.296 hartree.


Version x
Below is 2 unconnected molecules or ions with the total composition C7H15N, with properties calculated with wB97M-V/def2-TZVPD.

```
23
Properties=species:S:1:pos:R:3:lowdin_charge:R:1
C 0.955 -1.387 3.446 -0.108
C 0.947 -1.010 1.993 -0.189
C 0.955 -1.857 0.977 -0.189
C 0.987 -1.465 -0.469 -0.127
H 0.858 -2.465 3.566 0.070
H 1.902 -1.073 3.895 0.071
H 0.160 -0.876 3.985 0.068
H 0.936 0.059 1.790 0.103
H 1.026 -2.926 1.172 0.103
H 0.962 -0.380 -0.587 0.057
H 1.905 -1.803 -0.954 0.073
H 0.142 -1.909 -0.998 0.068
C -2.123 0.489 -0.420 -0.001
C -1.879 1.419 -1.337 -0.266
N -0.925 1.348 -2.351 -0.105
C -0.019 2.486 -2.459 -0.120
H -1.501 -0.388 -0.296 0.026
H -2.978 0.605 0.229 0.043
H -2.510 2.304 -1.370 0.106
H -0.433 0.464 -2.319 0.093
H 0.673 2.334 -3.285 0.075
H -0.607 3.382 -2.657 0.077
H 0.566 2.648 -1.554 0.072
```

As for the HOMO energy: -0.3044 Ha. The frontier orbital gap comes out at 0.344 hartree.


version x takes first place; second place is 231.1 kJ/mol up.